46
Properties=species:S:1:pos:R:3:forces:R:3 method="wB97M-V/def2-TZVPD" spin_multiplicity=1 energy_ha=-2849.20669
N 6.73390 1.65077 -1.91333 -0.01 -0.20 0.76
S 6.78937 1.26890 -0.27273 0.10 0.25 -0.72
O 6.56830 2.47292 0.47196 -0.35 -0.07 -0.15
O 7.97541 0.49824 -0.04043 -0.22 -0.23 -0.19
C 5.36030 0.21397 -0.14152 0.37 0.28 0.13
C 5.51174 -1.14748 -0.31995 0.07 -0.13 0.02
C 4.40496 -1.96985 -0.24381 -0.21 0.16 0.03
C 3.14191 -1.42376 0.01045 0.16 0.50 0.02
C 1.97325 -2.27045 0.10660 0.19 -1.33 -0.14
C 1.82280 -3.64329 0.01764 0.32 0.93 0.02
C 0.46433 -3.91136 0.21050 -0.66 0.87 0.17
C -0.15182 -2.68593 0.40629 0.36 -1.43 -0.16
C -1.50581 -2.35277 0.65190 -0.60 1.10 0.16
C -1.95511 -1.08358 0.78773 0.80 -0.82 -0.24
S -0.98930 0.35713 0.70093 -0.23 0.47 0.07
C -2.40337 1.36769 0.95376 0.30 0.11 0.20
S -2.24375 2.96505 1.26486 0.28 0.02 0.06
N -3.55309 0.63016 0.93787 0.04 0.23 -0.09
C -4.88748 1.23570 0.82280 -0.33 0.59 0.64
C -4.92557 2.37199 -0.22162 0.13 0.35 0.23
C -4.61811 1.77346 -1.57933 -0.28 -0.65 0.16
S -5.22168 0.04741 -1.43200 -0.25 0.20 -0.40
O -4.08416 -0.83500 -1.43514 0.19 -0.08 0.07
O -6.27080 -0.22356 -2.37026 -0.40 0.15 -0.05
C -5.87591 0.22899 0.26533 0.35 -0.21 -0.65
C -3.35389 -0.75343 1.04510 -0.12 -0.67 0.54
O -4.18565 -1.55023 1.40784 0.12 0.08 0.00
O 0.77429 -1.70198 0.33950 0.09 0.22 0.01
C 3.01254 -0.04073 0.18723 0.04 -0.24 -0.06
C 4.12398 0.77547 0.11124 0.01 0.11 0.05
H 7.55533 1.33051 -2.39972 0.21 -0.15 -0.01
H 6.57748 2.63413 -2.06361 -0.07 0.23 0.09
H 6.49952 -1.53966 -0.50106 0.08 -0.15 -0.02
H 4.51369 -3.03392 -0.37805 0.04 -0.12 -0.01
H 2.59422 -4.36348 -0.16053 0.22 -0.09 -0.04
H -0.01739 -4.86743 0.20841 -0.17 -0.17 0.01
H -2.22410 -3.15507 0.72597 -0.06 -0.07 0.01
H -5.18414 1.61803 1.80772 -0.03 -0.09 -0.18
H -4.23499 3.17517 0.03082 -0.26 -0.13 -0.13
H -5.93572 2.78326 -0.20692 -0.03 -0.06 0.05
H -3.55342 1.72593 -1.78989 0.09 -0.09 -0.01
H -5.14165 2.25536 -2.39670 -0.07 -0.04 -0.10
H -6.87289 0.65002 0.19269 -0.03 0.16 -0.05
H -5.89320 -0.73116 0.76689 -0.04 0.01 -0.19
H 2.03779 0.37666 0.38741 -0.03 0.08 0.03
H 4.05537 1.84106 0.25941 -0.11 0.13 0.04

***

63
Properties=species:S:1:pos:R:3:forces:R:3 method="wB97M-V/def2-TZVPD" s2=16.0195 total_charge=+1 relative_energy_kj_mol=0.00 spin_multiplicity=8 energy_ha=-3041.07189
Gd -0.19756 -0.48257 0.29171 -0.14 -0.11 0.88
C 1.97498 -4.51518 -0.48265 0.13 -0.01 0.25
C 0.98955 -5.48683 -0.51880 0.38 0.27 -0.09
C -0.32162 -5.07915 -0.60225 -0.40 0.18 -0.14
C -0.62644 -3.72813 -0.62159 -0.52 0.23 0.24
N 0.32395 -2.79314 -0.53592 0.11 0.06 -0.16
C 1.59695 -3.18186 -0.47441 0.36 -0.22 -0.27
C -2.04890 -3.23695 -0.63743 0.23 -0.06 0.16
C -3.11844 -4.12447 -0.61249 0.24 -0.06 -0.06
C -4.40305 -3.62086 -0.51914 0.17 -0.23 -0.17
C -4.58700 -2.25912 -0.50466 0.26 0.42 -0.09
C -3.47645 -1.42625 -0.57126 0.25 0.21 0.37
N -2.22883 -1.91042 -0.59828 0.01 -0.04 -0.19
C -3.63924 0.06048 -0.47904 0.55 -0.50 0.04
C -4.85145 0.63552 -0.78536 -0.32 -0.17 -0.33
C -5.03803 1.98265 -0.60263 0.10 0.51 0.24
C -3.98111 2.72496 -0.10584 -0.19 0.28 -0.02
C -2.77566 2.08988 0.10985 0.55 0.25 0.10
N -2.58355 0.78446 -0.07538 -0.04 -0.20 -0.14
H 3.02433 -4.77667 -0.40087 -0.13 0.05 -0.09
H 1.24585 -6.53174 -0.49312 0.01 -0.19 0.01
H -1.12063 -5.79261 -0.65266 -0.02 -0.28 0.01
H 2.33264 -2.38959 -0.43405 -0.12 -0.14 0.09
H -2.92123 -5.18864 -0.65153 -0.29 0.16 0.06
H -5.25365 -4.27741 -0.46679 -0.12 -0.19 0.03
H -5.56392 -1.82339 -0.41892 -0.24 -0.08 0.06
H -5.62958 0.03463 -1.21875 -0.22 -0.08 0.02
H -5.98427 2.44995 -0.82769 -0.08 0.02 -0.05
H -4.07188 3.78739 0.08846 0.00 -0.11 -0.05
H -1.90207 2.66734 0.42684 -0.48 -0.24 -0.05
O -0.07684 -2.21194 2.37200 0.50 -0.77 -0.42
Cl -0.75773 -1.15469 3.07811 -0.19 0.05 -1.23
O -1.97374 -0.91367 2.34260 -0.85 0.20 -0.44
O -0.98779 -1.43140 4.40896 -0.14 -0.40 1.87
O 0.05988 0.02406 2.87791 0.59 1.02 -0.23
C 3.70139 1.84152 0.93763 0.05 0.10 0.17
Si 3.41703 0.12213 0.21276 1.66 0.94 -0.29
C 4.52586 -1.10255 1.09933 -0.38 -0.33 0.03
C 3.91419 0.21570 -1.59313 0.34 -0.04 -0.31
O 1.89331 -0.37691 0.26676 -1.32 -0.62 0.09
H 4.78362 2.09105 0.91193 -0.58 -0.19 0.06
H 3.34610 1.92759 1.97852 0.22 -0.08 -0.26
H 3.17463 2.61675 0.36523 0.18 -0.18 0.00
H 5.51066 -0.68608 1.29999 0.11 0.08 -0.11
H 4.65764 -2.02505 0.50514 -0.05 0.29 0.31
H 4.08533 -1.35652 2.07301 0.08 -0.09 -0.20
H 4.93146 0.62191 -1.70707 -0.19 -0.15 0.10
H 3.26683 0.87989 -2.17630 -0.07 -0.06 0.10
H 3.91051 -0.76845 -2.08755 -0.04 0.21 0.14
C 1.58437 5.96994 -0.41179 0.11 0.41 0.29
C 1.11318 4.55789 -0.31668 -0.25 -0.24 -0.20
C 0.84161 3.79540 -1.45874 0.22 0.37 0.55
C 0.42586 2.49189 -1.30287 -0.01 -0.29 -0.45
N 0.26024 1.91926 -0.11187 0.01 0.03 -0.14
C 0.50826 2.64487 0.98237 -0.13 -0.65 0.27
C 0.91956 3.94381 0.92107 0.09 0.73 -0.19
H 1.39670 6.40572 -1.39260 0.09 -0.10 0.01
H 2.65943 6.03417 -0.18975 -0.23 -0.06 -0.14
H 1.08066 6.59542 0.33488 0.08 -0.13 -0.12
H 0.96929 4.23438 -2.43549 -0.02 -0.08 -0.15
H 0.23185 1.87113 -2.18118 -0.02 0.14 0.22
H 0.38087 2.13680 1.93773 -0.01 0.13 -0.13
H 1.08208 4.49369 1.83374 0.10 0.06 0.14

***

49
Properties=species:S:1:pos:R:3:forces:R:3 method="wB97M-V/def2-TZVPD" s2=0.7786 total_charge=+2 relative_energy_kj_mol=62.49 spin_multiplicity=2 energy_ha=-1405.89376
Ru -0.67876 -0.83833 -0.54525 -0.12 0.11 0.01
O -1.85259 3.59038 -0.60298 0.01 0.00 0.00
C -2.47663 3.62844 0.52188 -0.02 -0.01 -0.04
C -3.19329 4.81950 0.85989 0.00 0.01 0.03
C -3.86180 4.87648 2.04390 0.00 0.01 -0.02
C -3.83971 3.76783 2.91804 -0.01 0.00 0.01
C -3.13652 2.59187 2.60010 0.02 -0.02 -0.01
C -2.45401 2.49459 1.41823 -0.01 -0.01 0.02
C -1.67250 1.29379 1.03270 -0.02 0.05 0.07
O -1.14379 1.27797 -0.16448 0.06 -0.08 -0.01
N -1.52051 0.35612 1.91707 0.02 -0.02 -0.07
N -0.62405 -0.55437 1.36581 0.03 0.05 0.14
C 0.43485 -0.84990 2.03204 -0.03 0.01 -0.10
C 1.57299 -1.21769 1.19881 0.05 -0.01 -0.01
C 2.80648 -1.61225 1.68857 -0.02 0.00 0.00
C 3.86690 -1.73107 0.80305 0.02 -0.01 0.01
C 3.66256 -1.43300 -0.53490 0.01 0.00 0.00
C 2.39760 -1.05738 -0.95853 -0.03 -0.01 -0.01
N 1.36375 -0.96135 -0.12071 0.02 0.01 0.07
H -1.40921 2.65786 -0.67080 0.00 0.00 -0.01
H -3.17173 5.63893 0.15426 0.00 0.00 0.00
H -4.40844 5.76638 2.32317 0.00 0.00 0.00
H -4.37300 3.82348 3.85770 0.00 0.00 0.00
H -3.12542 1.75940 3.29019 0.00 0.00 0.00
H 0.51911 -0.60437 3.08381 0.00 0.00 0.01
H 2.93019 -1.81089 2.74438 0.00 0.00 0.00
H 4.84226 -2.03821 1.15480 0.00 0.00 0.00
H 4.46999 -1.48857 -1.25089 0.00 0.00 0.00
H 2.19621 -0.83551 -1.99857 0.00 0.00 0.00
C -4.99058 -0.45234 -1.21023 0.00 0.00 -0.01
C -5.41235 -1.76176 -1.05898 0.00 0.00 0.00
C -4.46901 -2.74719 -0.82020 0.00 0.00 0.00
C -3.13152 -2.40080 -0.72030 0.01 0.00 0.00
N -2.73131 -1.11671 -0.82596 0.01 -0.06 -0.03
C -3.64333 -0.17440 -1.08574 0.01 0.01 0.00
C -2.04619 -3.39508 -0.55350 0.01 0.02 0.00
C -2.28689 -4.75451 -0.45402 0.01 -0.01 0.01
C -1.22315 -5.63685 -0.36478 0.01 0.01 -0.01
C 0.06344 -5.13075 -0.38900 -0.01 -0.02 0.00
C 0.23687 -3.76362 -0.48040 0.01 0.02 0.00
N -0.78502 -2.90082 -0.55198 -0.02 -0.06 -0.04
H -5.68692 0.34394 -1.42982 0.00 0.00 0.00
H -6.45902 -2.01996 -1.14358 0.00 0.00 0.00
H -4.78171 -3.77551 -0.72689 0.00 0.00 0.00
H -3.26253 0.82898 -1.20736 0.00 0.01 0.01
H -3.29726 -5.13283 -0.45154 0.00 0.00 0.00
H -1.40104 -6.70064 -0.28835 0.00 0.00 0.00
H 0.92814 -5.77644 -0.33892 0.00 0.00 0.00
H 1.22994 -3.34136 -0.50163 -0.01 0.00 0.00

***

81
Properties=species:S:1:pos:R:3:forces:R:3 method="wB97M-V/def2-TZVPD" relative_energy_kj_mol=0.00 spin_multiplicity=1 energy_ha=-1849.00999 smiles="C=C[C@]1(C)C[C@@H](OC(=O)CSCCN(CC)CC)[C@@]2(C)[C@H](C)CC[C@@]3(CCC(=O)[C@H]32)[C@@H](C)[C@@H]1O"
C 1.90494 1.15599 -3.26362 0.19 0.02 -0.18
C 1.04818 0.39383 -2.60557 -0.26 -0.06 0.16
C 0.17769 0.81461 -1.44285 -0.06 0.23 0.14
C 0.72000 2.07865 -0.77034 -0.06 -0.02 -0.23
C 0.19199 -0.36509 -0.45551 -0.20 0.23 0.16
C -0.62402 -0.38858 0.84808 0.05 -0.80 -0.34
O -0.16470 0.66671 1.70845 -0.34 0.28 -0.18
C 0.63846 0.35496 2.71480 0.33 0.03 0.71
O 0.91420 -0.76387 3.07033 -0.10 -0.08 -0.03
C 1.19353 1.60273 3.35849 0.40 0.02 -0.37
S 2.56489 2.22892 2.32341 0.02 0.16 0.23
C 4.00665 1.36095 3.01575 -0.51 -0.04 -0.04
C 4.04282 -0.14035 2.74559 0.09 0.06 0.04
N 3.92511 -0.45169 1.34068 0.04 -0.06 0.16
C 3.41804 -1.78471 1.07854 0.04 -0.25 0.05
C 4.30110 -2.94019 1.56483 -0.14 0.29 -0.13
C 5.06557 -0.06435 0.52300 -0.19 0.26 -0.22
C 4.66875 1.01115 -0.48792 0.26 -0.21 0.15
C -2.17894 -0.41096 0.87144 0.16 -0.11 0.13
C -2.54644 -1.23511 2.12383 0.07 0.08 -0.12
C -2.82381 1.00785 0.94467 -0.15 0.12 0.13
C -3.03925 1.53408 2.36761 0.15 0.01 -0.21
C -4.17024 1.05528 0.20408 0.18 0.16 -0.16
C -4.10611 0.75071 -1.30031 -0.03 -0.06 0.08
C -3.21545 -0.46085 -1.62419 -0.15 -0.14 -0.01
C -3.99134 -1.64197 -2.25513 0.06 -0.02 -0.04
C -3.09326 -2.85535 -2.00478 -0.12 -0.21 -0.20
C -2.29633 -2.50420 -0.75832 -0.30 -0.08 -0.08
O -1.45815 -3.19751 -0.24304 0.18 -0.06 0.07
C -2.82018 -1.16722 -0.30381 0.33 0.27 0.19
C -2.00866 -0.09117 -2.53568 -0.06 0.18 -0.11
C -2.43340 0.13506 -3.99167 0.16 -0.16 0.19
C -1.22609 1.14966 -2.01411 0.06 -0.31 0.22
O -1.12325 2.18629 -2.96586 -0.07 0.28 -0.17
H 2.10859 2.17740 -2.99227 0.00 0.23 0.16
H 2.46577 0.77245 -4.10077 0.06 -0.12 -0.14
H 0.90694 -0.62973 -2.93191 0.02 -0.16 -0.11
H 0.62799 2.93455 -1.43391 0.05 0.07 -0.05
H 1.76189 1.94739 -0.49513 0.11 -0.02 0.10
H 0.15797 2.29348 0.13226 -0.04 0.07 0.05
H -0.04387 -1.29197 -0.97688 0.09 -0.05 0.01
H 1.23248 -0.45134 -0.12636 0.04 -0.11 0.00
H -0.31313 -1.33397 1.31531 -0.10 0.27 -0.15
H 1.57135 1.39870 4.35818 -0.15 -0.06 0.01
H 0.44901 2.39642 3.37115 -0.03 -0.04 0.07
H 4.85396 1.86491 2.55174 0.07 0.05 0.05
H 4.02849 1.55293 4.08970 0.16 0.01 -0.01
H 3.20690 -0.61729 3.26092 0.11 0.01 0.04
H 4.98090 -0.52091 3.19408 -0.09 -0.02 -0.02
H 2.44055 -1.86768 1.56085 -0.01 -0.01 -0.14
H 3.27314 -1.86970 -0.00218 -0.10 -0.03 0.00
H 4.38333 -2.92969 2.64876 0.04 -0.04 0.12
H 5.30131 -2.87637 1.14032 0.12 -0.05 -0.02
H 3.85856 -3.88585 1.26375 0.00 -0.16 0.00
H 5.87786 0.31082 1.15618 0.02 -0.09 -0.01
H 5.45592 -0.93033 -0.02252 0.06 0.00 0.11
H 5.52965 1.30331 -1.08507 0.09 0.09 -0.15
H 3.89566 0.63140 -1.15175 -0.11 0.00 -0.06
H 4.28007 1.88754 0.02417 -0.06 0.10 0.00
H -2.03094 -0.86576 3.00565 0.03 0.03 0.13
H -3.61703 -1.20778 2.31408 -0.15 0.02 0.03
H -2.25174 -2.27141 1.97482 0.04 -0.07 0.00
H -2.13774 1.71609 0.48005 -0.04 0.01 -0.02
H -2.12198 1.48682 2.94585 0.03 0.01 0.13
H -3.81450 0.98271 2.89247 -0.09 -0.07 0.08
H -3.34853 2.57648 2.31609 -0.05 0.09 0.02
H -4.59422 2.05383 0.32962 -0.08 -0.02 0.09
H -4.85939 0.36020 0.69081 -0.06 -0.01 0.08
H -3.74523 1.63035 -1.83198 -0.04 0.08 -0.05
H -5.12324 0.56840 -1.65502 0.00 0.04 -0.08
H -4.23055 -1.50280 -3.30428 -0.05 0.04 -0.03
H -4.93743 -1.76870 -1.72378 -0.02 0.07 0.03
H -3.64840 -3.78008 -1.84215 0.07 -0.04 0.01
H -2.40736 -3.03897 -2.83286 0.08 -0.02 0.00
H -3.79749 -1.46999 0.10482 -0.04 -0.01 -0.05
H -1.33298 -0.94839 -2.53828 0.08 -0.06 -0.03
H -1.58461 0.48104 -4.57589 -0.03 0.03 -0.07
H -2.77778 -0.78544 -4.45294 -0.07 -0.09 -0.04
H -3.21652 0.88486 -4.05830 -0.09 0.10 -0.09
H -1.79781 1.61283 -1.21742 0.09 -0.08 -0.02
H -0.37812 1.99497 -3.55083 0.00 -0.02 0.01